Molecular formula: C17H24I2N2O4S2Tl2
Method: DFT, ωB97M-V/def2-TZVPD

Element x y z (Å)
I -0.03 -4.33 -1.17
I -0.03 -3.62 -3.75
Tl 0.71 0.63 -2.81
Tl 0.73 -0.20 0.20
S 1.97 -1.05 -1.66
S -0.89 -0.59 -1.52
C 2.14 -0.01 1.41
C 3.84 -0.84 -1.61
C -2.58 0.19 -1.29
C 4.32 -1.21 -3.02
C 4.26 0.57 -1.23
C 4.33 -1.88 -0.60
C -3.29 0.02 -2.64
C -2.51 1.66 -0.89
C -3.28 -0.65 -0.22
C 2.12 1.42 -3.76
C -0.46 1.83 -3.63
O 2.99 0.11 2.19
O 2.95 1.93 -4.38
O -1.15 2.59 -4.17
H 3.95 -0.51 -3.77
H 3.99 -2.22 -3.30
H 5.41 -1.19 -3.04
H 3.90 1.31 -1.94
H 5.36 0.62 -1.22
H 3.91 0.84 -0.23
H 3.98 -1.66 0.41
H 5.43 -1.86 -0.59
H 4.00 -2.89 -0.88
H -4.32 0.38 -2.55
H -3.32 -1.04 -2.93
H -2.80 0.58 -3.44
H -3.53 2.05 -0.78
H -2.00 2.26 -1.64
H -1.99 1.79 0.06
H -4.31 -0.30 -0.10
H -2.78 -0.58 0.75
H -3.31 -1.71 -0.51
N -2.76 1.53 6.26
C -2.70 0.39 5.52
O -3.14 -0.64 6.01
C -2.06 0.34 4.17
C -1.62 1.49 3.48
C -0.94 1.36 2.27
N -0.74 0.13 1.72
C -1.14 -1.00 2.37
C -1.83 -0.92 3.58
H -3.17 1.52 7.20
H -2.37 2.42 5.93
H -1.73 2.48 3.89
H -0.52 2.24 1.80
H -0.90 -1.98 1.97
H -2.12 -1.83 4.07

## Properties
Energy   -2807.3633 Eh
Gap between HOMO and LUMO (spin up / spin down)   2.8 / 2.8 eV
2S+1   1
Energy relative to the best compared isomer or geometry (same formula, charge and spin)   123.77 kcal/mol
Max |F|   16.89 eV/Å
Charge   +4